Below is a molecular structure, C22H32Cl4LuO4P2S, with properties calculated with the ωB97M-V functional and the def2-TZVPD basis.

XYZ file:
```
66
C22H32Cl4LuO4P2S (the ωB97M-V functional and the def2-TZVPD basis)
Lu 0.822 -0.294 -0.118
C -0.320 2.738 2.396
P -0.665 1.064 1.722
C -1.117 0.206 3.271
C -2.260 1.329 0.845
C -3.477 1.279 1.521
C -4.674 1.465 0.848
C -4.668 1.693 -0.520
C -3.466 1.746 -1.207
C -2.255 1.571 -0.541
P -0.646 1.692 -1.420
C -1.060 1.391 -3.178
C -0.417 3.518 -1.462
H -1.214 3.111 2.895
H -0.026 3.438 1.617
H 0.494 2.662 3.118
H -1.790 0.805 3.881
H -0.192 0.046 3.828
H -1.559 -0.767 3.057
H -3.503 1.082 2.585
H -5.610 1.426 1.388
H -5.598 1.834 -1.053
H -3.482 1.919 -2.275
H -1.520 0.410 -3.279
H -0.128 1.393 -3.745
H -1.715 2.163 -3.578
H -1.349 4.001 -1.752
H 0.360 3.766 -2.187
H -0.111 3.893 -0.488
Cl 1.310 -3.640 5.676
C 1.650 -2.630 4.326
C 2.736 -1.761 4.354
Cl 3.771 -1.712 5.726
C 2.988 -0.930 3.260
Cl 4.305 0.182 3.270
C 2.175 -0.962 2.135
O 2.365 -0.195 1.059
C 1.085 -1.865 2.094
O 0.340 -1.868 0.980
C 0.835 -2.673 3.193
Cl -0.528 -3.733 3.126
C 3.050 -2.064 -1.558
C 2.617 -1.072 -2.627
O 2.189 0.162 -2.017
C 3.128 1.259 -2.142
C 3.088 2.186 -0.942
H 3.381 -2.994 -2.020
H 2.220 -2.292 -0.878
H 3.875 -1.658 -0.973
H 1.765 -1.454 -3.192
H 3.428 -0.874 -3.326
H 2.869 1.805 -3.053
H 4.135 0.857 -2.260
H 2.094 2.621 -0.812
H 3.797 2.999 -1.095
H 3.369 1.653 -0.037
C -1.791 -2.969 -3.201
S -0.657 -2.858 -1.797
C -1.831 -3.366 -0.535
O -0.467 -1.357 -1.615
H -2.607 -2.265 -3.048
H -2.166 -3.990 -3.265
H -1.242 -2.724 -4.108
H -2.113 -4.402 -0.722
H -2.698 -2.707 -0.567
H -1.323 -3.286 0.423
```

The lowest unoccupied orbital energy is -0.0788 Eh. As for the charge: +1. The HOMO-LUMO gap comes out at 8.0 eV.

Löwdin population analysis, charges in e, atoms 1 to 6: number 1, Lu, carries 1.360; number 2, C, carries -0.219; number 3, P, carries 0.883; number 4, C, carries -0.232; number 5, C, carries -0.370; number 6, C, carries -0.076

=====

Below is a single C4H7NO molecule, with properties calculated with the ωB97M-V functional and the def2-TZVPD basis.

XYZ file:
```
13
C4H7NO (the ωB97M-V functional and the def2-TZVPD basis)
C -1.170 -0.744 0.194
O -0.057 -1.417 0.753
C 1.125 -0.771 0.318
C 0.737 0.687 0.078
N 0.094 0.851 -1.217
C -0.734 0.697 -0.027
H -1.989 -0.854 0.902
H -1.448 -1.205 -0.758
H 1.876 -0.918 1.096
H 1.479 -1.217 -0.622
H 1.257 1.546 0.491
H 0.158 1.817 -1.543
H -1.326 1.528 0.335
```

The lowest unoccupied orbital energy is 0.0376 Eh. The HOMO-LUMO gap comes out at 10.5 eV. The structure (SMILES) is C1OC[C@H]2N[C@@H]12.

natural (NBO) population analysis, charges in e, atoms 1 to 6: number 1, C, carries -0.086; number 2, O, carries -0.520; number 3, C, carries -0.085; number 4, C, carries -0.117; number 5, N, carries -0.595; number 6, C, carries -0.117

=====

Below is a molecular structure, C27H35BrN4P2Pb, with properties calculated with the ωB97M-V functional and the def2-TZVPD basis.

XYZ file:
```
70
C27H35BrN4P2Pb (the ωB97M-V functional and the def2-TZVPD basis)
Pb -2.680 -1.748 -0.507
C 1.420 1.523 -4.074
C 2.327 1.107 -3.170
C 3.043 2.023 -2.237
C 2.191 3.214 -1.705
C 0.760 2.860 -1.349
C -0.248 3.050 -2.213
C 0.037 3.654 -3.593
C 1.160 2.965 -4.408
C -3.459 -2.354 1.673
H 0.887 0.830 -4.755
H 2.751 0.100 -3.247
H 3.926 2.438 -2.759
H 3.413 1.476 -1.354
H 2.682 3.566 -0.785
H 2.275 4.057 -2.413
H 0.564 2.630 -0.289
H -1.314 2.945 -1.937
H 0.366 4.706 -3.494
H -0.871 3.631 -4.220
H 0.812 2.937 -5.452
H 2.094 3.558 -4.409
H -3.946 -3.333 1.769
H -4.095 -1.582 2.120
H -2.552 -2.420 2.275
P -1.297 -0.150 2.090
P 0.487 -2.345 0.561
N -2.492 1.224 1.683
N -1.055 0.361 3.761
N 0.431 -2.314 -1.186
N 1.777 -3.546 0.537
C 0.288 0.386 1.393
C 1.273 -0.736 1.007
C -3.771 1.069 1.127
C -4.284 2.325 0.806
C -3.347 3.295 1.281
C -2.243 2.595 1.771
C -2.076 0.105 4.703
C -1.569 0.283 5.983
C -0.177 0.631 5.851
C 0.111 0.639 4.491
C -0.665 -2.826 -1.933
C -0.742 -2.123 -3.130
C 0.351 -1.238 -3.155
C 1.040 -1.342 -1.962
C 2.895 -3.744 -0.290
C 3.463 -4.975 0.020
C 2.678 -5.554 1.079
C 1.665 -4.667 1.378
H 0.797 1.064 2.082
H 0.005 0.987 0.519
H 1.906 -0.320 0.218
H 1.937 -1.017 1.842
H -4.266 0.110 1.067
H -5.180 2.582 0.256
H -3.459 4.370 1.301
H -1.333 2.935 2.241
H -3.062 -0.194 4.376
H -2.116 0.172 6.914
H 0.528 0.824 6.653
H 1.040 0.830 3.973
H -1.069 -3.806 -1.678
H -1.507 -2.196 -3.892
H 0.591 -0.591 -3.970
H 1.932 -0.841 -1.605
H 3.201 -2.996 -1.004
H 4.336 -5.416 -0.439
H 2.858 -6.502 1.565
H 0.857 -4.719 2.091
Br -2.283 -4.459 0.159
```

The lowest unoccupied orbital energy is -0.0511 Eh. The HOMO-LUMO gap comes out at 6.1 eV.

natural (NBO) population analysis, charges in e, atoms 1 to 6: number 1, Pb, carries 1.158; number 2, C, carries -0.163; number 3, C, carries -0.196; number 4, C, carries -0.445; number 5, C, carries -0.449; number 6, C, carries -0.199

=====

Below is a single C5H8O molecule, with properties calculated with the ωB97M-V functional and the def2-TZVPD basis.

XYZ file:
```
14
C5H8O (the ωB97M-V functional and the def2-TZVPD basis)
C 0.208 1.777 -0.293
C 1.142 0.882 -0.610
C 0.624 -0.491 -0.984
C 0.177 -0.765 0.457
C -1.278 -0.951 0.823
O 1.033 -0.789 1.319
H 0.359 2.583 0.416
H -0.801 1.617 -0.668
H 2.172 0.941 -0.264
H 1.361 -1.245 -1.276
H -0.168 -0.424 -1.741
H -1.365 -2.035 0.962
H -2.010 -0.631 0.074
H -1.478 -0.471 1.787
```

The lowest unoccupied orbital energy is 0.0376 Eh. The HOMO-LUMO gap comes out at 10.4 eV. The structure (SMILES) is C=CCC(C)=O.

natural (NBO) population analysis, charges in e, atoms 1 to 6: number 1, C, carries -0.410; number 2, C, carries -0.141; number 3, C, carries -0.548; number 4, C, carries 0.616; number 5, C, carries -0.723; number 6, O, carries -0.576

=====

Below is 3 unconnected molecules or ions with the total composition C8H5Cl8F, with properties calculated with the ωB97M-V functional and the def2-TZVPD basis.

XYZ file:
```
22
C8H5Cl8F (the ωB97M-V functional and the def2-TZVPD basis)
Cl -1.931 1.301 -1.556
C -2.166 0.786 -3.212
Cl -2.281 -0.995 -3.205
Cl -3.689 1.449 -3.877
Cl -0.795 1.362 -4.190
Cl -1.554 -4.807 -3.157
C -2.329 -4.757 -1.603
Cl -1.379 -5.674 -0.407
Cl -2.508 -3.100 -1.003
Cl -3.929 -5.493 -1.749
F 3.947 1.128 3.644
C 2.879 1.358 2.847
C 2.946 2.560 2.152
C 1.886 2.843 1.303
C 0.873 1.935 1.085
C 0.840 0.740 1.802
C 1.871 0.435 2.694
H 3.701 3.325 2.250
H 1.806 3.834 0.871
H -0.014 2.166 0.511
H 0.041 0.069 1.516
H 1.788 -0.466 3.284
```

The lowest unoccupied orbital energy is 0.0062 Eh. The HOMO-LUMO gap comes out at 9.5 eV. The structure (SMILES) is ClC(Cl)(Cl)Cl.ClC(Cl)(Cl)Cl.Fc1ccccc1.

natural (NBO) population analysis, charges in e, atoms 1 to 6: number 1, Cl, carries 0.057; number 2, C, carries -0.216; number 3, Cl, carries 0.051; number 4, Cl, carries 0.047; number 5, Cl, carries 0.055; number 6, Cl, carries 0.077

=====

Below is 14 unconnected molecules or ions with the total composition C36H104N4O14, with properties calculated with the ωB97M-V functional and the def2-TZVPD basis.

XYZ file:
```
158
C36H104N4O14 (the ωB97M-V functional and the def2-TZVPD basis)
C 4.161 4.845 1.355
C 3.713 3.583 2.073
O 4.318 2.423 1.485
H 5.255 4.959 1.393
H 3.728 5.735 1.811
H 4.003 4.798 0.275
H 2.640 3.451 1.945
H 4.008 3.629 3.125
H 5.239 2.626 1.298
C -0.507 5.420 1.854
C -1.000 6.470 2.827
O -1.100 5.903 4.143
H 0.477 5.059 2.153
H -0.421 5.886 0.871
H -1.216 4.595 1.827
H -2.005 6.788 2.535
H -0.349 7.346 2.875
H -0.679 6.474 4.789
C 4.471 3.904 -2.897
C 5.457 2.764 -3.118
O 4.809 1.605 -3.628
H 4.922 4.711 -2.318
H 3.640 3.502 -2.310
H 4.063 4.283 -3.835
H 5.897 2.493 -2.161
H 6.227 3.058 -3.836
H 4.524 1.708 -4.540
C -2.029 -0.841 4.347
C -2.332 -0.401 2.942
O -2.699 -1.455 2.046
H -2.937 -1.265 4.790
H -1.815 0.044 4.946
H -1.234 -1.580 4.443
H -1.524 0.184 2.496
H -3.187 0.286 2.983
H -2.528 -1.189 1.137
C 2.644 -2.686 -2.909
C 2.771 -1.239 -3.288
O 3.457 -0.550 -2.257
H 2.275 -3.319 -3.717
H 2.058 -2.910 -2.019
H 3.665 -3.021 -2.703
H 1.827 -0.707 -3.495
H 3.340 -1.120 -4.222
H 3.646 0.357 -2.533
C -0.749 -5.015 -2.330
C -1.007 -4.410 -3.695
O -1.869 -5.314 -4.375
H -0.223 -4.356 -1.637
H -0.208 -5.953 -2.444
H -1.679 -5.244 -1.809
H -0.070 -4.307 -4.253
H -1.436 -3.406 -3.583
H -1.997 -5.028 -5.283
C 2.326 -1.591 2.273
C 2.236 -2.253 3.631
O 1.510 -3.488 3.543
H 2.733 -2.305 1.556
H 2.981 -0.715 2.282
H 1.356 -1.242 1.907
H 1.728 -1.664 4.402
H 3.230 -2.492 4.011
H 0.819 -3.385 2.874
C 0.718 7.036 -3.382
C 1.522 6.249 -2.357
O 1.718 6.921 -1.127
H -0.261 7.357 -3.026
H 0.621 6.444 -4.292
H 1.243 7.959 -3.651
H 2.494 6.022 -2.813
H 1.022 5.301 -2.167
H 2.203 7.732 -1.304
C 0.772 3.244 -5.013
C 1.157 2.219 -6.045
O 2.322 2.643 -6.774
H 1.563 3.317 -4.257
H -0.180 3.101 -4.506
H 0.798 4.259 -5.424
H 0.393 1.970 -6.786
H 1.397 1.275 -5.546
H 2.025 2.906 -7.648
C -1.859 -5.380 4.170
C -2.109 -4.758 2.805
O -1.124 -3.750 2.545
H -1.207 -6.254 4.128
H -2.821 -5.800 4.492
H -1.496 -4.673 4.908
H -3.109 -4.314 2.751
H -2.179 -5.497 2.004
H -1.625 -2.943 2.361
C -0.004 2.820 6.086
C 0.653 2.462 4.755
C 1.188 1.034 4.804
O 2.171 0.835 5.808
C 3.472 1.101 5.375
N -0.404 2.512 3.701
H -0.455 3.811 6.006
H 0.721 2.861 6.899
H -0.758 2.067 6.311
H 1.439 3.195 4.534
H 1.620 0.784 3.825
H 0.357 0.368 5.023
H 3.690 2.171 5.238
H 3.711 0.625 4.415
H 4.175 0.729 6.121
H -0.554 3.521 3.712
H 0.017 2.361 2.786
C -4.120 -1.039 -1.632
C -3.740 0.418 -1.922
C -3.118 0.535 -3.293
O -1.974 -0.255 -3.371
C -1.324 -0.264 -4.607
N -4.907 1.303 -1.846
H -4.920 -1.379 -2.293
H -4.398 -1.160 -0.582
H -3.278 -1.724 -1.781
H -2.992 0.709 -1.177
H -2.904 1.585 -3.566
H -3.857 0.275 -4.078
H -0.962 0.748 -4.855
H -2.002 -0.503 -5.436
H -0.449 -0.907 -4.569
H -5.602 0.925 -1.217
H -5.325 1.355 -2.768
C 0.521 2.837 -1.136
C 0.132 1.699 -0.194
C 0.171 0.342 -0.864
O -0.346 -0.554 0.109
C -0.204 -1.891 -0.295
N 0.951 1.752 1.010
H 1.606 2.812 -1.281
H 0.291 3.789 -0.658
H 0.015 2.769 -2.099
H -0.920 1.860 0.067
H 1.171 0.053 -1.221
H -0.472 0.312 -1.750
H -0.717 -2.624 0.326
H 0.853 -2.192 -0.296
H -0.538 -2.022 -1.336
H 0.574 1.021 1.612
H 1.908 1.443 0.848
C -3.132 -8.444 1.806
C -3.974 -8.290 0.553
C -3.743 -6.924 -0.074
O -4.216 -5.894 0.759
C -4.269 -4.633 0.165
N -3.657 -9.353 -0.403
H -3.331 -9.406 2.286
H -3.286 -7.655 2.539
H -2.062 -8.492 1.574
H -5.024 -8.336 0.849
H -4.241 -6.871 -1.059
H -2.680 -6.788 -0.333
H -4.745 -4.658 -0.829
H -3.309 -4.121 0.009
H -4.906 -3.997 0.780
H -4.236 -9.224 -1.228
H -2.706 -9.220 -0.738
```

The lowest unoccupied orbital energy is 0.0081 Eh. The HOMO-LUMO gap comes out at 9.2 eV.

Löwdin population analysis, charges in e, atoms 1 to 6: number 1, C, carries -0.083; number 2, C, carries -0.310; number 3, O, carries -0.097; number 4, H, carries 0.074; number 5, H, carries 0.076; number 6, H, carries 0.060

=====

Below is a single C22H27N3OS molecule, with properties calculated with the ωB97M-V functional and the def2-TZVPD basis.

XYZ file:
```
54
C22H27N3OS (the ωB97M-V functional and the def2-TZVPD basis)
O 4.707 1.162 -1.168
C 3.304 1.230 -1.074
C 2.672 -0.125 -0.752
C 1.143 -0.039 -0.664
C 0.686 0.395 0.739
N 0.985 -0.654 1.698
C 0.828 -0.255 3.072
C -0.560 0.090 3.516
N -1.607 0.096 2.790
C -2.731 0.449 3.481
C -4.016 0.541 2.957
C -5.048 0.910 3.794
C -4.819 1.188 5.139
C -3.551 1.103 5.680
C -2.510 0.732 4.846
S -0.824 0.535 5.219
C 0.279 -1.874 1.348
C 0.753 -2.320 -0.039
N 0.550 -1.309 -1.055
C -0.800 -1.209 -1.582
C -0.780 -1.401 -3.113
C 0.129 -0.398 -3.757
C 1.444 -0.729 -4.055
C 2.306 0.211 -4.591
C 1.863 1.500 -4.836
C 0.552 1.839 -4.548
C -0.307 0.896 -4.012
H 4.934 0.508 -1.839
H 2.876 1.619 -2.011
H 3.104 1.950 -0.278
H 3.078 -0.497 0.189
H 2.927 -0.827 -1.549
H 0.808 0.711 -1.387
H -0.392 0.621 0.720
H 1.222 1.300 1.033
H 1.195 -1.068 3.711
H 1.471 0.615 3.254
H -4.181 0.323 1.914
H -6.051 0.986 3.401
H -5.646 1.475 5.771
H -3.370 1.318 6.722
H -0.812 -1.722 1.342
H 0.520 -2.643 2.086
H 1.824 -2.532 0.010
H 0.236 -3.234 -0.339
H -1.439 -1.979 -1.143
H -1.249 -0.236 -1.353
H -0.427 -2.410 -3.330
H -1.798 -1.294 -3.492
H 1.792 -1.734 -3.861
H 3.327 -0.060 -4.820
H 2.535 2.236 -5.253
H 0.199 2.842 -4.741
H -1.330 1.168 -3.789
```

The lowest unoccupied orbital energy is 0.0257 Eh. The HOMO-LUMO gap comes out at 8.6 eV. The structure (SMILES) is OCC[C@@H]1CN(Cc2nc3ccccc3s2)CCN1CCc1ccccc1.

natural (NBO) population analysis, charges in e, atoms 1 to 6: number 1, O, carries -0.716; number 2, C, carries -0.053; number 3, C, carries -0.450; number 4, C, carries -0.037; number 5, C, carries -0.247; number 6, N, carries -0.448

=====

Below is a molecular structure, C46H36I2N4O4Ru, with properties calculated with the ωB97M-V functional and the def2-TZVPD basis.

XYZ file:
```
93
C46H36I2N4O4Ru (the ωB97M-V functional and the def2-TZVPD basis)
Ru 0.055 1.256 -0.052
O 0.089 0.811 1.817
C -0.799 0.522 2.824
C -2.149 1.238 2.470
C -2.726 0.768 1.167
C -3.929 0.106 1.186
C -4.581 -0.201 0.028
C -4.015 0.185 -1.152
C -2.800 0.835 -1.185
C -2.344 1.426 -2.481
C -0.888 1.075 -2.918
O -0.058 1.619 -1.922
C -0.549 1.744 -4.276
C -0.093 3.056 -4.328
C 0.234 3.636 -5.561
C 0.113 2.915 -6.731
C -0.322 1.594 -6.671
C -0.639 1.014 -5.465
C -0.690 -0.418 -3.095
C -1.724 -1.344 -3.285
C -1.432 -2.675 -3.539
C -0.119 -3.128 -3.579
C 0.904 -2.199 -3.433
C 0.617 -0.873 -3.218
N -2.116 1.059 -0.021
C -0.981 -0.987 3.043
C -2.154 -1.553 3.562
C -2.229 -2.895 3.867
C -1.127 -3.707 3.658
C 0.022 -3.185 3.082
C 0.090 -1.833 2.798
C -0.211 1.067 4.139
C 1.161 1.011 4.357
C 1.677 1.312 5.613
C 0.835 1.643 6.655
C -0.537 1.795 6.420
C -1.040 1.498 5.168
H -1.965 2.305 2.395
H -2.911 1.129 3.253
H -4.348 -0.112 2.166
H -5.530 -0.750 0.013
H -4.505 0.006 -2.095
H -2.389 2.504 -2.334
H -3.047 1.199 -3.276
H 0.013 3.623 -3.408
H 0.556 4.661 -5.629
H 0.361 3.351 -7.691
H -0.437 0.993 -7.556
H -1.004 -0.016 -5.456
H -2.758 -1.047 -3.288
H -2.246 -3.388 -3.664
H 0.101 -4.162 -3.743
H 1.917 -2.528 -3.448
H 1.390 -0.134 -3.138
H -2.996 -0.941 3.819
H -3.141 -3.331 4.266
H -1.180 -4.771 3.898
H 0.839 -3.842 2.814
H 0.965 -1.403 2.372
H 1.799 0.719 3.547
H 2.735 1.290 5.766
H 1.233 1.842 7.637
H -1.189 2.099 7.221
H -2.114 1.601 4.995
I -0.483 4.477 -0.478
C 0.661 5.266 1.164
I 1.138 3.738 2.550
H 0.080 6.022 1.668
H 1.569 5.662 0.746
O 3.281 -5.263 0.161
N 4.021 -4.294 0.063
O 5.226 -4.400 0.049
C 3.425 -2.946 -0.063
C 4.308 -1.920 -0.079
C 3.886 -0.558 -0.118
C 4.770 0.543 -0.180
C 4.254 1.857 -0.311
C 2.916 2.074 -0.356
N 2.042 1.012 -0.212
C 2.526 -0.287 -0.115
C 1.592 -1.351 -0.109
N 0.280 -0.994 -0.226
C -0.673 -1.894 -0.234
C -0.373 -3.252 -0.215
C 0.959 -3.641 -0.145
C 1.995 -2.719 -0.078
H 5.366 -2.124 -0.064
H 5.825 0.390 -0.156
H 4.936 2.695 -0.386
H 2.432 3.037 -0.501
H -1.703 -1.542 -0.320
H -1.162 -3.987 -0.272
H 1.211 -4.686 -0.155
```

The lowest unoccupied orbital energy (alpha / beta) is -0.1194 / -0.1969 Eh. As for the charge: +1. The HOMO-LUMO gap (alpha / beta) comes out at 4.9 / 5.8 eV. Its spin multiplicity is 6. The expectation value of S² is 8.804.

Löwdin population analysis, charges in e, atoms 1 to 6: number 1, Ru, carries 1.622; number 2, O, carries -0.364; number 3, C, carries -0.454; number 4, C, carries -0.053; number 5, C, carries -0.223; number 6, C, carries -0.009